Record 1
Molecular formula: C5H6O
Method: DFT, ωB97M-V with the def2-TZVPD basis set

```
! RIJCOSX wB97M-V def2-TZVPD def2/J DEFGRID3
* xyz 0 1
C -1.5834 0.3811 0.0061
C -0.6688 -0.8186 -0.2701
C 0.5887 -0.3775 -0.8399
C 1.6377 0.2360 -1.0108
C 2.1933 0.4510 0.3569
O 1.6202 1.0378 1.2453
H -1.1080 1.0590 0.7232
H -1.7659 0.9389 -0.9165
H -2.5404 0.0424 0.4109
H -1.1251 -1.5790 -0.9044
H -0.3984 -1.3115 0.6779
H 3.1502 -0.0596 0.5212
*
```

Calculated values
SMILES: CCC#CC=O
HOMO level in eV: -10.0876

How positive or negative is each atom? The Löwdin charges in e answer that: -0.088, -0.227, -0.029, 0.036, -0.318, 0.033, 0.077, 0.081, 0.074, 0.114, 0.135, 0.114

=====

Record 2
Molecular formula: C7H19NO3
Method: DFT, ωB97M-V with the def2-TZVPD basis set

```
! RIJCOSX wB97M-V def2-TZVPD def2/J DEFGRID3
* xyz 0 1
C 3.8569 -0.5713 0.6186
C 2.8197 -1.3867 -0.2267
O 1.8777 -0.5675 -0.9428
C 1.5493 0.5958 -0.2118
C 0.2982 1.2251 -0.9270
N -0.8523 0.2756 -0.9873
C -1.8045 0.4190 0.1706
O -2.7662 -0.5971 -0.0043
C -4.0370 -0.2459 0.5830
C -5.2065 -0.8748 -0.2879
H 3.4394 -0.0692 1.5155
H 4.4266 0.1308 -0.0383
H 4.6237 -1.3027 0.9863
H 3.4037 -1.9457 -1.0045
H 2.3587 -2.1665 0.4305
H 1.3486 0.3985 0.8766
H 2.3384 1.3939 -0.2625
H 0.6123 1.4393 -1.9801
H 0.0494 2.2054 -0.4544
H -1.4122 0.5326 -1.8116
H -0.5793 -0.7050 -1.1357
H -2.2157 1.4525 0.1922
H -1.2186 0.1664 1.0911
H -4.1967 0.8572 0.6601
H -4.0969 -0.7283 1.5839
H -4.7147 -1.2184 -1.2349
H -6.0322 -0.1590 -0.4809
H -5.6136 -1.7843 0.2193
O 5.4428 1.6384 1.7504
H 6.3008 1.5919 1.3127
*
```

Calculated values
HOMO level in eV: -4.4222

How positive or negative is each atom? The Löwdin charges in e answer that: -0.128, -0.252, -0.174, -0.216, -0.094, 0.072, -0.155, -0.135, -0.226, -0.059, 0.063, 0.075, 0.091, 0.119, 0.112, 0.137, 0.151, 0.147, 0.147, 0.185, 0.187, 0.152, 0.164, 0.120, 0.125, 0.081, 0.076, 0.079, -0.638, -0.207

=====

Record 3
Molecular formula: C4H7N2O
Method: DFT, ωB97M-V with the def2-TZVPD basis set

```
! RIJCOSX wB97M-V def2-TZVPD def2/J DEFGRID3
* xyz 1 1
C 0.6840 0.9597 -0.2325
C 0.0532 -0.3719 -0.3771
C 0.4274 -1.6100 0.3766
N -0.7493 -1.7331 0.9142
N -1.3931 -2.9281 1.4486
O -2.5294 -2.7713 1.5407
C -1.2548 -0.4180 0.5059
H 0.7781 1.0224 0.8822
H 0.0380 1.7427 -0.5171
H 1.5625 1.1920 -0.7435
H -0.1796 -0.6588 -1.3884
H 1.3438 -2.1599 0.3741
H -1.1418 0.2467 1.2526
H -2.2046 -0.2745 -0.0463
*
```

Calculated values
SMILES: C[C@H]1C=[N+](N=O)C1
HOMO level in eV: -15.6639

How positive or negative is each atom? The Löwdin charges in e answer that: -0.022, -0.251, 0.163, -0.004, 0.086, 0.165, -0.008, 0.119, 0.090, 0.076, 0.165, 0.164, 0.094, 0.162

=====

Record 4
Molecular formula: C13H10BrClNOPdS3
Method: DFT, ωB97M-V with the def2-TZVPD basis set

```
! RIJCOSX wB97M-V def2-TZVPD def2/J DEFGRID3
* xyz 1 5
Pd -0.4641 -0.0163 0.0118
S -0.7420 4.4290 -1.1561
C -0.5657 2.7940 -0.7193
S -0.6053 1.5451 -1.8598
S -0.3457 2.3132 0.8898
O 5.4942 -1.7213 -0.0796
C 4.2488 -1.2453 -0.0444
C 3.9435 0.1054 0.1275
C 2.6221 0.4817 0.1473
N 1.6183 -0.3945 0.0110
C 1.9331 -1.6782 -0.1540
Br 0.4482 -2.8240 -0.3399
C 3.2131 -2.1725 -0.1901
H 6.1450 -1.0147 0.0286
H 4.7206 0.8488 0.2411
H 2.3296 1.5148 0.2792
H 3.4212 -3.2225 -0.3264
Cl -2.2224 -2.6037 2.7782
C -2.9164 -2.7073 1.1970
C -3.2490 -3.9449 0.6935
C -3.7694 -4.0458 -0.5944
C -3.9517 -2.9048 -1.3808
C -3.6220 -1.6708 -0.8801
C -3.1012 -1.5143 0.4386
C -2.7673 -0.2471 0.9233
H -3.1029 -4.8264 1.3017
H -4.0312 -5.0215 -0.9806
H -4.3573 -2.9972 -2.3787
H -3.7672 -0.7793 -1.4784
H -2.5162 -0.0844 1.9610
H -2.9756 0.6289 0.3145
*
```

Calculated values
⟨S²⟩: 6.05
HOMO level (spin up / spin down) in eV: -10.5994 / -12.2558

How positive or negative is each atom? The Löwdin charges in e answer that: 0.519, 0.789, -1.761, 0.580, 0.582, 0.124, -0.287, 0.033, -0.105, -0.122, -0.710, 0.867, -0.008, 0.135, 0.131, 0.095, 0.131, 0.728, -0.631, -0.100, -0.044, -0.062, -0.033, -0.360, -0.056, 0.115, 0.116, 0.115, 0.120, 0.041, 0.059

=====

Record 5
Molecular formula: C41H74BaGeN4O5P3S2
Method: DFT, ωB97M-V with the def2-TZVPD basis set

```
! RIJCOSX wB97M-V def2-TZVPD def2/J DEFGRID3
* xyz -2 2
Ba -3.1487 -2.7802 -4.3026
C -1.7807 2.9896 -2.6262
C -0.3981 3.7896 -2.6096
C -0.6714 5.2543 -2.4586
P 1.0479 3.1887 -1.3275
C 1.0754 1.3799 -1.6105
N 2.0385 0.6635 -0.5353
Ge 1.6389 -0.9880 0.2936
N 0.5191 -0.2898 1.8688
C -0.4282 -1.1928 2.5459
P -0.6402 -0.9963 4.4439
C 0.7433 -1.6424 5.0938
C 1.4233 -0.7974 6.4017
C 1.2500 -3.0701 5.2328
C -2.0667 -2.2442 4.6851
C -1.9692 -3.6983 4.2372
C -2.3344 -2.0919 6.2706
C 0.6844 0.9700 2.1397
C -0.3772 1.8998 2.6491
C -0.3001 3.1912 2.9560
C 0.9917 3.8103 3.0123
C 2.0838 2.8676 2.6844
C 1.9295 1.6326 2.1975
N 3.0518 0.8213 1.7945
C 4.0367 1.1287 0.6334
C 5.3424 1.2070 0.9789
C 6.3047 1.1944 -0.0866
C 5.6223 1.1922 -1.3084
C 4.2823 1.0169 -1.6214
C 3.3390 0.9359 -0.5219
C 3.5107 -0.3036 2.6160
C 3.7819 0.0938 3.9969
C 4.0916 -1.1138 4.7574
C 4.3276 -2.3498 4.1512
C 4.4352 -2.4755 2.7426
C 3.6626 -1.5196 2.1638
N 3.3543 -1.7828 0.8309
C 3.9289 -2.6218 -0.1469
P 3.0479 -2.6605 -1.7661
C 1.3315 -3.7483 -1.4700
C 1.2762 -4.5313 -0.2034
C 0.7199 -4.5203 -2.6141
C 4.3352 -3.8581 -2.6027
C 3.9287 -4.4966 -3.9460
C 5.9144 -3.4111 -2.5047
C 2.6308 3.6802 -2.0621
C 2.5995 4.2335 -3.3965
C 3.5423 4.3497 -1.0171
H -2.0511 2.7292 -1.5915
H -1.6324 2.0359 -3.2101
H -2.4839 3.5686 -3.1308
H 0.0605 3.7642 -3.6360
H 0.1435 5.8252 -2.8584
H -0.8607 5.6607 -1.4130
H -1.5667 5.5413 -3.0166
H 1.2831 1.1099 -2.7381
H 0.0311 1.1632 -1.3765
H 0.0228 -2.3002 2.2760
H -1.5388 -1.1243 2.1962
H -11.3467 5.7238 6.5194
H 1.8191 -1.2614 7.2006
H 0.9148 0.1989 6.2316
H 2.3211 -0.3943 5.8720
H 0.4080 -3.5354 5.6804
H 2.0122 -2.8547 5.9522
H 1.6984 -3.6717 4.4698
H -3.0062 -1.7857 4.2638
H -1.3422 -4.0895 4.9957
H -1.5730 -3.9433 2.9879
H -2.9400 -4.1958 4.3827
H -1.3113 -2.4858 6.8465
H -3.0994 -2.6810 6.6924
H -2.5309 -1.0630 6.5361
H -1.2676 1.4670 2.7325
H -1.0927 3.7050 3.5374
H 1.2991 4.7293 3.2233
H 3.0889 3.2446 2.9449
H 5.5615 0.9038 2.1718
H 7.3433 1.0276 0.0648
H 6.2265 1.0679 -2.0672
H 4.1666 0.9938 -2.6871
H 3.4209 0.9230 4.4701
H 4.2770 -0.9221 5.7624
H 4.8697 -3.1244 4.8352
H 4.8639 -3.4460 2.4598
H 4.0553 -3.7147 0.1131
H 5.0021 -2.2876 -0.4308
H 0.6634 -2.8234 -1.2849
H -0.1178 -4.8996 -0.2469
H 1.3903 -3.9639 0.6874
H 2.0606 -5.3081 -0.3080
H 0.7540 -5.5840 -2.3795
H 0.9250 -4.4122 -3.7066
H -0.3568 -4.3356 -2.4120
H 4.2407 -4.7160 -1.9929
H 4.5070 -5.3906 -4.1609
H 4.0975 -3.8711 -4.9814
H 2.8225 -4.5124 -3.8258
H 6.0300 -2.7672 -3.4484
H 6.4623 -4.3044 -2.6328
H 6.1880 -3.1195 -1.4734
H 3.1484 2.7772 -1.9530
H 2.0458 3.8854 -4.2609
H 3.5585 4.1380 -3.8488
H 2.6992 5.3960 -3.4501
H 3.0501 3.9674 -0.1369
H 3.4636 5.4107 -0.8614
H 4.5326 3.9545 -1.0939
O -2.0154 -2.0735 -6.0333
H -7.2352 -4.3260 -2.5605
H -1.8115 -1.3472 -6.6487
O -5.1360 -2.6229 -5.9477
H -5.8524 -3.0384 -6.4399
H -5.6666 -1.8545 -5.6751
O -5.1268 6.5388 -3.3394
H -4.5898 6.2649 -4.1205
H -12.2560 6.8471 7.3247
O -6.7590 8.2163 -4.3494
H -7.2498 8.6399 -3.5844
H -5.8417 7.3735 -3.8543
S -7.3464 -2.9193 -3.0709
O -11.7227 6.7498 6.5554
C -10.7449 -0.6730 -5.4220
S -11.3171 0.3272 -4.0661
C -9.8441 0.4680 -3.1291
H -9.8897 -0.1685 -5.8434
H -11.5474 -0.6547 -6.1787
H -10.4041 -1.6632 -5.1260
H -9.5181 -0.4927 -2.6805
H -10.1597 1.0895 -2.2569
H -9.0862 0.9891 -3.6844
*
```

Calculated values
⟨S²⟩: 0.76
HOMO level (spin up / spin down) in eV: -2.3614 / -2.3590

Atomic partial charges in e from the Löwdin method, atoms 1 to 99: 1.782, -0.097, -0.502, -0.171, 1.069, -0.328, -0.185, 1.009, -0.200, -0.367, 0.962, -0.439, -0.078, -0.101, -0.553, -0.146, -0.144, -0.289, -0.068, -0.129, -0.057, -0.047, -0.239, -0.007, -0.160, -0.026, -0.065, -0.136, -0.029, -0.368, -0.206, 0.051, -0.142, -0.123, -0.013, -0.326, -0.209, -0.482, 1.012, -0.639, -0.148, -0.177, -0.553, -0.150, -0.089, -0.620, -0.153, -0.094, 0.072, 0.067, 0.035, 0.078, 0.045, 0.097, 0.072, 0.112, 0.036, 0.089, 0.088, 0.139, 0.017, 0.069, 0.018, 0.033, 0.039, 0.067, 0.100, 0.010, 0.160, 0.057, 0.117, 0.028, 0.043, 0.034, 0.107, 0.020, 0.113, 0.175, 0.074, 0.037, 0.106, 0.074, 0.065, 0.123, 0.112, 0.080, 0.088, 0.004, 0.182, 0.002, 0.070, 0.060, 0.072, 0.043, 0.050, 0.055, 0.115, 0.018, 0.093

=====

Number 1: molar mass 82.10 g/mol. Number 2: molar mass 165.23 g/mol. Number 3: molar mass 99.11 g/mol. Number 4: molar mass 514.21 g/mol. Number 5: molar mass 1070.06 g/mol.